Entry 1:
The following is a quantum chemistry calculation of 13 unconnected molecules or ions with the total composition C68H77N14O2, from the Open Molecules 2025 dataset.

Results
Net charge: +1
HOMO-LUMO gap: 6.7 eV
LUMO energy: -3.34 eV

Structure (XYZ):
```
161
Properties=species:S:1:pos:R:3:forces:R:3
C -2.19430 -4.28340 -3.67109 0.0 -0.3 0.1
N -1.60481 -5.61563 -3.89839 -0.3 0.2 -1.0
C -0.41687 -5.42810 -4.74723 0.1 0.2 0.6
C -2.52422 -6.49153 -4.49098 0.0 -0.4 -0.1
O -2.36662 -7.00835 -5.57204 0.1 0.0 0.2
C -3.74204 -6.86406 -3.64297 0.4 0.5 -0.3
C -4.95202 -6.03274 -4.00884 -0.1 0.0 0.2
C -6.06821 -6.20354 -3.01149 0.0 -0.3 -0.2
N -7.20757 -5.25976 -3.35393 0.3 0.0 0.1
C -7.28585 -4.75306 -4.78264 -0.2 0.0 -0.3
C -6.25566 -5.34742 -5.77184 0.2 0.0 -0.1
O -5.49294 -6.40560 -5.25380 -0.1 0.0 -0.1
H -1.42302 -3.62089 -3.30404 0.1 0.1 0.2
H -2.55948 -3.85908 -4.60799 -0.1 0.1 -0.2
H -2.99867 -4.32332 -2.94789 -0.1 0.0 0.3
H 0.29340 -4.84743 -4.16631 0.1 0.1 0.1
H -0.67659 -4.84274 -5.61989 0.1 -0.1 -0.4
H 0.04859 -6.36845 -4.99790 -0.1 -0.3 -0.2
H -3.93645 -7.91086 -3.83702 -0.1 -0.2 0.0
H -3.48079 -6.70910 -2.60110 -0.1 0.0 0.3
H -4.67055 -4.97942 -4.03403 0.1 0.3 -0.1
H -5.75084 -6.02692 -1.99275 -0.1 0.2 0.2
H -6.45542 -7.20832 -3.12214 -0.1 -0.2 0.1
H -8.07702 -5.71252 -3.08762 -0.2 0.0 -0.1
H -7.13144 -4.45044 -2.74473 0.0 0.1 0.1
H -8.29635 -4.91426 -5.13126 -0.2 -0.2 0.0
H -7.15177 -3.68115 -4.74844 0.0 0.2 0.2
H -5.59108 -4.54575 -6.08893 0.2 0.2 0.0
H -6.75471 -5.71259 -6.65807 -0.2 -0.1 -0.1
N -2.01046 -5.06868 1.37576 0.1 0.0 0.0
C -0.93399 -4.47577 1.89535 0.0 -0.1 0.0
C 0.21742 -4.20076 1.17173 -0.1 0.0 0.0
C 0.25306 -4.56012 -0.16647 0.1 0.0 0.0
C -0.85426 -5.18000 -0.72036 0.0 0.0 -0.1
C -1.94978 -5.41049 0.09323 -0.1 0.0 0.0
H -1.00844 -4.20558 2.94319 0.0 0.0 0.0
H 1.05737 -3.70944 1.64264 0.0 0.0 0.0
H 1.12191 -4.34600 -0.77552 0.0 0.1 0.1
H -0.87414 -5.46387 -1.76618 0.0 -0.1 0.2
H -2.84114 -5.89298 -0.30255 0.0 0.0 0.0
N 2.75764 -2.93352 -2.04081 -0.1 -0.1 -0.1
C 2.94246 -3.92029 -2.91671 0.0 0.0 0.0
C 3.62178 -3.76798 -4.11560 0.0 0.0 0.0
C 4.14164 -2.51978 -4.42342 0.0 0.0 0.0
C 3.95027 -1.48068 -3.52917 0.0 0.1 -0.1
C 3.25214 -1.74049 -2.35874 0.0 0.1 0.1
H 2.52294 -4.88348 -2.63997 0.0 0.0 0.0
H 3.74082 -4.60668 -4.78894 0.0 0.0 0.0
H 4.68141 -2.35822 -5.34820 0.0 0.0 0.0
H 4.33167 -0.48700 -3.72949 0.0 0.0 0.0
H 3.07981 -0.95488 -1.63341 0.0 0.1 0.0
N -3.60158 -0.60807 4.07395 0.0 -0.1 -0.1
C -4.71721 -0.89079 4.74331 0.1 0.1 0.1
C -5.36214 -2.11555 4.67675 0.0 0.0 0.0
C -4.82979 -3.09491 3.85540 0.0 0.0 -0.1
C -3.67962 -2.81415 3.13445 0.0 0.1 0.1
C -3.10250 -1.56102 3.28711 0.0 0.1 0.0
H -5.10386 -0.09560 5.37216 0.0 0.0 0.0
H -6.25991 -2.29147 5.25288 0.0 0.0 0.0
H -5.30807 -4.06264 3.77123 0.0 0.0 0.0
H -3.23582 -3.54310 2.47315 -0.1 0.0 0.0
H -2.19624 -1.30065 2.74804 0.0 0.0 0.0
N -1.06972 4.12882 7.15933 0.0 0.0 0.0
C -1.76606 4.30772 6.03898 0.1 0.1 0.0
C -2.35197 3.27310 5.32492 0.1 0.0 0.0
C -2.20369 1.97941 5.79604 -0.2 -0.1 0.0
C -1.48146 1.77732 6.96255 0.0 0.0 0.0
C -0.93779 2.88090 7.60312 0.0 0.0 0.1
H -1.85749 5.33524 5.70397 0.0 0.0 0.0
H -2.91025 3.47753 4.42122 0.0 0.0 0.0
H -2.65673 1.14876 5.26156 0.1 0.1 0.0
H -1.34226 0.78430 7.36916 0.0 0.0 0.0
H -0.36936 2.76589 8.51991 0.0 0.0 0.0
N -6.45258 4.31050 7.08556 0.0 0.0 0.0
C -7.16875 5.35997 7.48204 -0.1 0.0 0.0
C -6.62390 6.47002 8.10887 0.0 0.0 0.0
C -5.25772 6.49620 8.34345 0.1 0.1 0.0
C -4.49786 5.41025 7.93700 -0.1 0.0 0.0
C -5.14118 4.34964 7.31520 0.0 -0.1 0.0
H -8.23412 5.30329 7.28456 0.0 0.0 0.0
H -7.25720 7.29495 8.40671 0.0 0.0 0.0
H -4.79451 7.34624 8.83436 0.0 -0.1 0.0
H -3.42838 5.38513 8.09774 0.0 0.0 0.0
H -4.58266 3.48370 6.97825 0.1 0.0 0.0
N 0.44953 1.86399 1.57054 0.0 0.0 0.0
C 1.66004 2.41506 1.46994 -0.1 0.0 0.0
C 2.44592 2.75404 2.56076 0.0 -0.1 0.0
C 1.95156 2.49477 3.82801 0.0 0.0 0.0
C 0.69782 1.92273 3.95302 0.1 0.0 0.0
C -0.01399 1.63380 2.79790 0.0 -0.1 -0.1
H 2.00965 2.59977 0.45941 0.0 0.0 0.0
H 3.42026 3.19988 2.42163 0.0 -0.1 0.0
H 2.53232 2.74209 4.70772 0.0 0.0 0.0
H 0.28020 1.70542 4.92344 0.0 0.0 0.0
H -1.00353 1.18956 2.85653 0.0 0.0 0.0
N -0.03648 -2.79076 -6.95665 0.0 0.0 -0.1
C -0.45289 -2.59066 -8.20624 -0.1 0.0 0.0
C 0.39896 -2.44309 -9.29015 0.0 0.0 0.0
C 1.76348 -2.50030 -9.06314 0.1 0.0 -0.1
C 2.21716 -2.70585 -7.77229 0.0 0.0 0.1
C 1.28159 -2.84666 -6.76108 -0.1 0.0 0.1
H -1.52825 -2.54605 -8.34228 0.0 0.0 0.0
H 0.00073 -2.28616 -10.28280 0.0 0.0 0.0
H 2.46821 -2.38689 -9.87592 0.0 0.0 0.0
H 3.27616 -2.75791 -7.55848 0.0 0.0 0.0
H 1.59864 -3.01077 -5.73793 0.0 0.0 0.0
N 2.07697 7.27978 3.45782 0.0 0.0 0.0
C 2.39635 6.21433 2.72552 -0.1 0.1 0.0
C 3.30727 6.24787 1.67980 0.0 0.0 0.0
C 3.91975 7.45284 1.37708 0.0 0.0 0.0
C 3.59811 8.56965 2.12993 0.0 0.0 0.0
C 2.67473 8.42882 3.15539 0.0 0.0 0.1
H 1.89150 5.29552 2.99252 0.0 -0.1 0.0
H 3.52866 5.35130 1.11678 0.0 0.0 0.0
H 4.63531 7.52046 0.56772 0.0 0.0 0.0
H 4.05098 9.53061 1.92880 0.0 0.0 0.0
H 2.39724 9.27882 3.76910 0.0 0.0 0.0
N 5.34654 -3.85937 -9.44633 -0.1 0.0 0.0
C 5.84908 -4.96635 -8.90443 0.0 0.0 0.1
C 5.99994 -6.15979 -9.59398 0.0 0.0 0.0
C 5.60251 -6.20937 -10.91984 0.0 0.0 0.0
C 5.07547 -5.06723 -11.49969 0.0 0.0 0.0
C 4.97392 -3.92415 -10.72291 0.0 0.1 0.0
H 6.14808 -4.88806 -7.86470 0.0 0.0 0.0
H 6.41871 -7.02657 -9.10218 0.0 0.0 0.0
H 5.70256 -7.12236 -11.49184 0.0 0.0 0.0
H 4.75157 -5.05993 -12.53097 0.0 0.0 0.0
H 4.57332 -3.00630 -11.14014 0.0 0.0 -0.1
N -4.05735 9.21942 10.03292 0.0 0.1 0.0
C -2.97954 9.81248 9.52469 0.0 -0.1 0.0
C -2.69133 11.15749 9.69603 0.0 0.0 0.0
C -3.57241 11.93036 10.43397 0.0 0.0 0.0
C -4.69914 11.32834 10.96926 0.0 0.0 0.0
C -4.89326 9.97498 10.74125 0.0 -0.1 0.0
H -2.31629 9.17307 8.95208 0.0 0.0 0.0
H -1.79886 11.58524 9.26125 0.0 0.0 0.0
H -3.38386 12.98448 10.59002 0.0 0.0 0.0
H -5.41326 11.89317 11.55198 0.0 0.0 0.0
H -5.76058 9.46465 11.14598 0.0 0.0 0.0
N 5.55266 1.40700 3.16454 0.0 0.0 0.0
C 5.68314 1.81313 4.42498 -0.1 0.1 0.0
C 6.34288 1.08630 5.40422 0.0 0.0 0.0
C 6.89884 -0.13308 5.05514 0.0 0.0 0.0
C 6.77384 -0.57047 3.74695 0.0 0.0 0.0
C 6.09525 0.23548 2.84572 0.0 0.0 0.0
H 5.23432 2.77314 4.65916 0.0 0.0 0.0
H 6.41840 1.46895 6.41247 0.0 0.0 0.0
H 7.42226 -0.73122 5.78954 0.0 0.0 0.0
H 7.19298 -1.51512 3.42878 0.0 0.0 0.0
H 5.98165 -0.06885 1.81354 0.0 -0.1 -0.1
N 5.54294 2.13025 -4.39375 0.0 -0.1 0.0
C 6.59850 2.74716 -3.86790 0.0 0.0 0.1
C 7.74272 3.06089 -4.58602 0.0 0.0 0.0
C 7.79647 2.71276 -5.92528 0.0 0.0 0.0
C 6.70716 2.06891 -6.48899 0.0 0.0 0.0
C 5.61126 1.80434 -5.68309 -0.1 0.0 0.0
H 6.51816 3.00195 -2.81687 0.0 0.0 0.0
H 8.56867 3.56544 -4.10468 0.0 0.0 0.0
H 8.67181 2.93917 -6.51979 0.0 0.0 0.0
H 6.70492 1.77742 -7.53010 0.0 0.0 0.0
H 4.73620 1.30500 -6.08647 0.0 0.0 -0.1
```
Forces are in eV/Å.



Entry 2:
The following is a quantum chemistry calculation of 2 unconnected molecules or ions with the total composition C27H54NO10P2, from the Open Molecules 2025 dataset.

Results
Net charge: -1
HOMO-LUMO gap: 1.0 eV
LUMO energy: -0.17 eV

Structure (XYZ):
```
94
Properties=species:S:1:pos:R:3:forces:R:3
C 7.45775 0.07610 2.68218 0.1 -0.1 0.1
C 8.19515 -0.74397 1.63296 0.3 -0.2 0.1
O 7.32367 -1.51142 0.78834 -0.5 0.4 0.1
P 6.68077 -0.94453 -0.56458 0.2 -0.2 -0.3
O 7.41175 -1.32007 -1.77598 0.0 0.1 0.0
C 6.49180 0.85213 -0.46813 -0.3 0.1 0.0
C 5.29881 1.44689 0.31121 0.3 0.0 0.0
C 4.28159 2.12576 -0.59411 -0.4 0.2 0.1
C 3.16524 2.81802 0.21319 -0.3 -0.1 0.2
C 1.80305 2.30338 -0.31698 -0.1 -0.1 -0.1
C 0.97086 3.44065 -0.94334 -0.1 0.1 0.0
C -0.50899 3.06325 -1.19135 0.2 0.0 0.0
P -1.56587 4.22514 -0.33343 0.1 0.1 0.1
O -1.39304 4.26518 1.12843 -0.1 0.0 -0.1
O -3.06832 3.96594 -0.80653 0.2 -0.1 0.1
C -4.02605 3.43068 0.13199 -0.4 -0.1 0.0
C -3.61921 2.10047 0.73895 0.1 0.1 0.2
O -1.19270 5.57371 -1.10152 -0.1 0.0 -0.1
C -1.98643 6.73867 -0.79441 0.0 0.2 0.1
C -2.99042 7.03640 -1.90684 -0.1 -0.1 0.1
C 2.18471 1.20114 -1.24710 0.3 0.1 -0.1
C 1.35907 0.21660 -1.98135 -0.1 0.1 0.1
C 0.78352 -0.93893 -1.12584 0.3 0.0 0.0
C 0.30299 -2.11810 -1.97538 -0.1 -0.1 0.0
C -1.06436 -1.95407 -2.64484 0.1 0.2 0.2
C -2.23123 -1.78799 -1.65694 -0.2 0.0 -0.2
C -3.17901 -2.98536 -1.62800 0.0 0.1 0.1
C -4.36410 -2.75057 -0.69497 0.1 0.1 -0.2
C -5.27984 -3.96868 -0.50688 -0.1 0.3 0.1
C -5.78359 -4.15105 0.92731 0.0 -0.1 0.0
O -7.12939 -3.73297 1.01074 0.0 0.1 0.0
C -7.72231 -4.19183 2.22725 -0.1 0.0 0.2
N 3.54673 1.16668 -1.38809 -0.1 -0.1 -0.1
O 5.20874 -1.55254 -0.54735 0.2 0.1 0.2
C 4.49512 -1.90752 0.65197 -0.2 -0.1 0.1
C 4.48127 -3.40811 0.83602 -0.1 0.0 0.2
H 8.04529 0.10065 3.60243 0.0 0.1 -0.1
H 7.28558 1.10794 2.37784 -0.1 -0.1 -0.1
H 6.50820 -0.40012 2.93171 0.0 0.1 0.0
H 8.82173 -1.48743 2.12605 0.0 0.0 -0.1
H 8.86002 -0.12961 1.01953 -0.1 0.0 0.0
H 7.42682 1.31600 -0.14768 0.1 -0.2 -0.1
H 6.38856 1.10495 -1.52973 0.1 0.0 0.1
H 4.75438 0.69738 0.88584 0.0 -0.1 0.1
H 5.66455 2.18585 1.03084 0.0 0.0 -0.1
H 4.78276 2.86841 -1.23260 0.1 -0.1 0.0
H 3.22860 3.90436 0.14409 0.0 -0.1 0.0
H 3.24453 2.56012 1.27311 0.1 0.0 -0.1
H 1.19440 1.90625 0.51213 0.1 0.1 0.0
H 1.00226 4.28691 -0.24745 0.1 -0.1 0.0
H 1.44700 3.78357 -1.86597 -0.1 -0.1 0.0
H -0.77623 3.06169 -2.24949 0.0 0.0 0.0
H -0.71068 2.06615 -0.78785 -0.1 0.1 0.0
H -4.21527 4.17491 0.90804 0.1 0.0 0.0
H -4.94406 3.31761 -0.44474 0.1 0.0 -0.1
H -2.98381 2.24479 1.61316 0.0 0.0 -0.1
H -4.51473 1.56478 1.05279 0.0 -0.1 -0.1
H -3.06663 1.49875 0.01420 -0.2 -0.1 0.0
H -1.27380 7.55325 -0.66044 -0.1 0.0 0.0
H -2.49089 6.59830 0.16541 0.1 -0.1 -0.1
H -3.08846 6.15924 -2.54699 0.0 0.1 0.0
H -3.97910 7.23156 -1.48728 0.1 0.1 0.0
H -2.69140 7.89120 -2.51330 0.0 -0.1 0.0
H 1.99243 -0.24546 -2.74895 -0.1 0.1 -0.1
H 0.53188 0.71685 -2.50589 0.0 -0.1 0.0
H 1.58960 -1.30054 -0.47820 -0.1 0.1 0.0
H 0.00466 -0.55893 -0.45782 0.0 -0.1 -0.1
H 1.05542 -2.29113 -2.75514 0.0 -0.1 0.1
H 0.29146 -3.02235 -1.35604 -0.1 0.1 0.0
H -1.02338 -1.09401 -3.32185 0.0 -0.1 0.0
H -1.24598 -2.83675 -3.26610 0.0 0.1 0.0
H -2.81863 -0.90418 -1.93113 0.0 0.0 0.1
H -1.86492 -1.60663 -0.64057 0.0 0.0 -0.1
H -2.62930 -3.87569 -1.29793 0.0 0.0 -0.1
H -3.54798 -3.17210 -2.64363 0.1 -0.1 0.0
H -4.93813 -1.91050 -1.10194 0.0 0.0 0.1
H -3.97532 -2.41277 0.27262 0.0 -0.1 0.0
H -6.17739 -3.82780 -1.11433 0.1 -0.2 -0.1
H -4.77848 -4.87767 -0.85135 0.0 0.1 0.0
H -5.17698 -3.55127 1.62372 0.0 -0.1 0.0
H -5.70030 -5.19502 1.25428 0.0 0.0 -0.1
H -8.55508 -3.53540 2.48362 0.0 0.0 -0.2
H -8.09356 -5.21509 2.12271 0.1 0.0 0.0
H -7.01564 -4.18636 3.05969 0.0 0.0 0.0
H 3.98833 0.51738 -2.01950 0.1 0.0 0.1
H 4.94050 -1.42855 1.52456 0.1 0.0 -0.1
H 3.48624 -1.50412 0.53998 0.1 0.0 -0.1
H 3.94446 -3.90355 0.02647 0.1 0.0 0.0
H 5.49928 -3.79492 0.89723 0.0 0.0 -0.1
H 3.97187 -3.64190 1.77539 0.0 0.0 -0.1
C -8.00691 -6.14163 5.48725 0.0 -0.3 -0.6
O -8.07200 -5.78067 6.69248 0.0 0.1 0.1
O -7.00859 -5.81974 4.75202 0.0 0.1 0.2
O -8.92497 -6.84605 4.94802 0.0 0.1 0.2
```
Forces are in eV/Å.



| no. | F_max (eV Å⁻¹) |
| --- | --- |
| 1 | 1.09 |
| 2 | 0.65 |